Here is a cluster of 2 separate species, C7H13N2 in total in a non-equilibrium geometry from OMol25. Energies are from ωB97M-V/def2-TZVPD.

2S+1   3
Energy relative to the best compared isomer or geometry (same formula, charge and spin)   295.7 kJ/mol
Net charge   +1
Calculated total energy   -10436.396 eV
Gap between HOMO and LUMO (alpha / beta)   6.2 / 6.1 eV
Largest force on an atom   0.0768 Eh/bohr
⟨S²⟩   2.019
Highest occupied orbital energy (alpha / beta)   -0.3843 / -0.4498 Eh
M   125.2 g mol⁻¹

Positions of all 22 atoms, in Å:
C: 1.5982 1.8400 1.0596
C: 2.5195 0.8320 0.3923
C: 0.2840 1.9373 1.1574
C: 2.3606 -0.3251 -0.1815
C: -0.8601 0.9412 0.8549
C: -0.2635 -0.2941 0.3397
C: 2.4723 -1.5501 -0.8749
N: -0.7938 -1.3799 -0.0289
N: -3.6393 -0.4881 -0.8848
H: 2.2785 2.5952 1.4081
H: 3.4562 1.2474 0.2398
H: -0.0545 2.7582 1.6107
H: -1.6258 0.8838 1.6050
H: -1.4306 1.3790 0.0036
H: 3.4855 -1.9185 -0.9180
H: 2.0008 -1.4150 -1.7851
H: 1.9032 -2.3222 -0.2775
H: -1.9171 -1.4766 -0.2023
H: -0.2353 -2.1738 -0.3088
H: -3.3326 0.2595 -1.5798
H: -4.3238 -0.0329 -0.2115
H: -3.8822 -1.2972 -1.4182

Forces on atoms 1 to 3 (eV/Å):
C 1.32 -1.76 -1.06
C -2.18 -0.62 -0.14
C 0.00 -2.75 -0.42

And the natural (NBO) charges, in e, turn out to be: -0.166 -0.358 -0.185 0.162 -0.628 0.701 -0.708 -0.749 -1.134 0.233 0.227 0.212 0.295 0.285 0.260 0.242 0.202 0.475 0.441 0.386 0.413 0.395